No. 1
The following is a quantum chemistry calculation of a structure of composition C53H60LaN3O5P3, from the Open Molecules 2025 dataset.

CARTESIAN COORDINATES (ANGSTROEM)
La (-0.30, -0.30, 0.53)
O (1.20, -1.69, -3.64)
C (1.47, -3.04, -3.60)
C (1.49, -3.89, -4.70)
C (1.81, -5.22, -4.54)
C (2.09, -5.74, -3.28)
C (2.01, -4.92, -2.18)
C (1.70, -3.56, -2.32)
P (1.54, -2.46, -0.87)
C (3.28, -2.19, -0.39)
C (4.33, -2.93, -0.92)
C (5.64, -2.65, -0.55)
C (5.91, -1.63, 0.36)
C (4.86, -0.90, 0.90)
C (3.56, -1.16, 0.51)
C (0.95, -3.75, 0.30)
C (-0.38, -4.12, 0.14)
C (-0.92, -5.13, 0.93)
C (-0.14, -5.74, 1.90)
C (1.19, -5.37, 2.05)
C (1.74, -4.39, 1.24)
C (0.58, -1.20, -4.78)
C (1.10, -1.27, -6.05)
C (0.32, -0.87, -7.13)
C (-0.98, -0.43, -6.92)
C (-1.45, -0.23, -5.63)
C (-0.65, -0.59, -4.55)
P (-0.80, 0.00, -2.82)
C (-2.47, 0.74, -2.91)
C (-2.78, 2.04, -3.30)
C (-4.10, 2.45, -3.35)
C (-5.12, 1.58, -3.00)
C (-4.82, 0.29, -2.60)
C (-3.50, -0.12, -2.55)
C (0.37, 1.38, -3.17)
C (0.25, 2.20, -4.29)
C (1.17, 3.21, -4.52)
C (2.24, 3.38, -3.66)
C (2.41, 2.53, -2.58)
C (1.48, 1.54, -2.34)
H (1.22, -3.53, -5.68)
H (1.84, -5.86, -5.41)
H (2.35, -6.78, -3.17)
H (2.18, -5.33, -1.20)
H (4.14, -3.71, -1.64)
H (6.44, -3.21, -0.98)
H (6.92, -1.41, 0.65)
H (5.07, -0.10, 1.60)
H (2.74, -0.56, 0.93)
H (-0.98, -3.65, -0.63)
H (-1.94, -5.45, 0.78)
H (-0.55, -6.53, 2.51)
H (1.80, -5.88, 2.78)
H (2.79, -4.16, 1.31)
H (2.11, -1.63, -6.21)
H (0.72, -0.92, -8.12)
H (-1.61, -0.18, -7.76)
H (-2.43, 0.18, -5.47)
H (-1.99, 2.72, -3.57)
H (-4.33, 3.46, -3.67)
H (-6.15, 1.91, -3.04)
H (-5.62, -0.40, -2.35)
H (-3.25, -1.14, -2.26)
H (-0.54, 2.04, -5.01)
H (1.06, 3.86, -5.38)
H (2.95, 4.17, -3.86)
H (3.27, 2.64, -1.94)
H (1.63, 0.83, -1.52)
O (-2.79, -1.77, 0.54)
H (-3.12, -2.40, 1.19)
H (-3.43, -1.77, -0.18)
O (1.99, -2.09, 3.01)
H (1.38, -2.72, 3.41)
H (2.81, -2.57, 2.85)
C (-3.34, 3.94, -0.55)
C (-3.88, 2.82, 0.07)
C (-3.08, 1.71, 0.33)
C (-1.73, 1.67, -0.02)
C (-1.23, 2.81, -0.66)
C (-2.01, 3.92, -0.92)
H (-3.97, 4.79, -0.76)
H (-4.93, 2.80, 0.31)
H (-3.55, 0.85, 0.80)
H (-0.19, 2.84, -0.98)
H (-1.59, 4.77, -1.44)
C (2.47, 0.81, 3.82)
N (1.59, 1.28, 4.90)
C (1.95, 0.67, 6.19)
C (0.15, 1.11, 4.54)
C (-0.35, -0.31, 4.37)
C (-0.72, -0.97, 5.54)
C (-1.22, -2.26, 5.52)
C (-1.32, -2.90, 4.29)
C (-0.99, -2.22, 3.13)
C (-0.52, -0.89, 3.10)
H (3.52, 0.94, 4.10)
H (2.28, 1.38, 2.92)
H (2.28, -0.25, 3.63)
H (1.72, 2.30, 4.99)
H (1.75, -0.40, 6.15)
H (1.37, 1.11, 7.00)
H (3.00, 0.82, 6.41)
H (0.00, 1.65, 3.60)
H (-0.42, 1.60, 5.33)
H (-0.64, -0.47, 6.50)
H (-1.51, -2.76, 6.43)
H (-1.68, -3.91, 4.23)
H (-1.09, -2.79, 2.21)
N (-3.31, 3.09, 3.05)
C (-2.56, 4.12, 3.78)
P (-0.88, 4.15, 2.94)
O (0.24, 4.50, 3.87)
O (-0.84, 2.84, 2.23)
C (-0.91, 5.63, 1.76)
N (0.18, 6.50, 2.25)
H (-3.90, 2.50, 3.65)
H (-2.55, 2.52, 2.56)
H (-3.89, 3.47, 2.28)
H (-2.38, 3.81, 4.81)
H (-3.08, 5.07, 3.81)
H (-1.86, 6.16, 1.75)
H (-0.70, 5.26, 0.76)
H (0.95, 6.61, 1.58)
H (0.53, 5.96, 3.11)
H (-0.13, 7.44, 2.53)

Output
* lowest unoccupied orbital energy: -6.804 eV
* HOMO energy: -0.5230 Eh
* energy: -99347.0723 eV
* Kohn-Sham gap: 0.27298 hartree
* total charge: +3



No. 2
The following is a quantum chemistry calculation of a structure of composition C53H63IrN5O3S3, from the Open Molecules 2025 dataset.

CARTESIAN COORDINATES (ANGSTROEM)
Ir (-0.07, -0.63, 0.59)
C (-1.56, 4.14, 3.40)
C (-0.96, 2.73, 3.49)
C (-1.18, 2.19, 4.90)
C (0.50, 2.74, 3.08)
C (1.40, 3.43, 3.89)
C (2.73, 3.55, 3.55)
C (3.20, 2.98, 2.38)
C (2.35, 2.25, 1.55)
C (2.90, 1.66, 0.27)
C (3.44, 2.76, -0.65)
C (3.99, 0.63, 0.58)
C (1.01, 2.13, 1.91)
N (0.12, 1.43, 1.02)
C (-0.73, 2.28, 0.36)
O (-0.74, 3.49, 0.44)
C (-1.70, 1.57, -0.52)
C (-2.73, 2.16, -1.23)
C (-3.52, 1.36, -2.03)
C (-3.26, -0.01, -2.11)
C (-2.21, -0.52, -1.37)
N (-1.47, 0.26, -0.60)
C (-1.75, -1.94, -1.39)
O (-2.32, -2.80, -2.01)
N (-0.56, -2.09, -0.70)
C (0.09, -3.35, -0.92)
C (1.14, -3.44, -1.84)
C (1.79, -4.66, -1.95)
C (1.40, -5.76, -1.20)
C (0.33, -5.65, -0.33)
C (-0.36, -4.45, -0.18)
C (-1.55, -4.39, 0.74)
C (-1.17, -4.71, 2.19)
C (-2.65, -5.34, 0.25)
C (1.58, -2.33, -2.78)
C (2.29, -1.16, -2.10)
C (0.47, -1.82, -3.70)
H (-2.61, 4.11, 3.67)
H (-1.47, 4.54, 2.40)
H (-1.05, 4.81, 4.09)
H (-1.50, 2.08, 2.79)
H (-0.77, 2.86, 5.65)
H (-0.73, 1.21, 5.05)
H (-2.25, 2.10, 5.11)
H (1.03, 3.91, 4.79)
H (3.41, 4.11, 4.19)
H (4.23, 3.11, 2.10)
H (2.09, 1.16, -0.25)
H (4.29, 3.27, -0.21)
H (2.67, 3.50, -0.86)
H (3.76, 2.33, -1.60)
H (4.85, 1.10, 1.06)
H (4.34, 0.16, -0.34)
H (3.61, -0.15, 1.24)
H (-2.86, 3.23, -1.14)
H (-4.33, 1.79, -2.61)
H (-3.84, -0.68, -2.73)
H (2.59, -4.77, -2.67)
H (1.92, -6.70, -1.30)
H (0.00, -6.53, 0.22)
H (-1.95, -3.38, 0.73)
H (-2.06, -4.77, 2.81)
H (-0.51, -3.95, 2.61)
H (-0.66, -5.68, 2.26)
H (-2.36, -6.38, 0.37)
H (-2.87, -5.17, -0.80)
H (-3.57, -5.19, 0.82)
H (2.33, -2.80, -3.42)
H (1.61, -0.59, -1.45)
H (2.65, -0.46, -2.86)
H (3.14, -1.48, -1.50)
H (-0.16, -1.07, -3.21)
H (-0.17, -2.63, -4.04)
H (0.90, -1.34, -4.58)
S (1.53, -2.38, 1.13)
C (2.37, -2.22, 2.57)
N (3.49, -2.84, 2.85)
C (4.17, -2.61, 4.13)
C (3.14, -2.39, 5.21)
N (2.23, -1.30, 4.81)
C (2.00, -0.20, 5.77)
C (3.33, 0.40, 6.13)
C (4.13, 0.97, 5.14)
C (5.37, 1.49, 5.47)
C (5.82, 1.45, 6.78)
C (5.03, 0.88, 7.77)
C (3.79, 0.35, 7.44)
C (1.77, -1.30, 3.57)
S (0.46, -0.40, 3.02)
C (4.06, -3.90, 1.99)
C (3.81, -5.25, 2.61)
C (4.87, -6.08, 2.93)
C (4.64, -7.33, 3.50)
C (3.34, -7.74, 3.75)
C (2.27, -6.90, 3.44)
C (2.50, -5.67, 2.86)
H (4.81, -1.73, 4.02)
H (4.78, -3.48, 4.35)
H (3.62, -2.09, 6.14)
H (2.54, -3.29, 5.39)
H (1.50, -0.60, 6.65)
H (1.33, 0.51, 5.28)
H (3.77, 1.02, 4.12)
H (5.98, 1.94, 4.70)
H (6.78, 1.86, 7.03)
H (5.38, 0.84, 8.79)
H (3.17, -0.09, 8.22)
H (5.13, -3.69, 1.91)
H (3.62, -3.81, 1.00)
H (5.89, -5.76, 2.73)
H (5.47, -7.97, 3.74)
H (3.15, -8.71, 4.19)
H (1.26, -7.23, 3.63)
H (1.67, -5.03, 2.60)
O (-2.00, -1.27, 1.68)
S (-2.90, -0.54, 2.69)
C (-4.42, -0.18, 1.78)
C (-5.24, -1.47, 1.83)
C (-5.14, -1.93, 3.28)
C (-3.65, -1.90, 3.63)
H (-4.12, 0.15, 0.79)
H (-4.91, 0.64, 2.30)
H (-4.80, -2.21, 1.16)
H (-6.27, -1.29, 1.51)
H (-5.55, -2.93, 3.42)
H (-5.69, -1.25, 3.92)
H (-3.12, -2.78, 3.26)
H (-3.44, -1.76, 4.69)

Output
* <S²>: 0.7658
* lowest unoccupied orbital energy (spin up / spin down): -7.239 / -7.013 eV
* HOMO energy (spin up / spin down): -0.4782 / -0.4775 Eh
* energy: -104909.3479 eV
* 2S+1: 2
* Kohn-Sham gap (spin up / spin down): 0.21221 / 0.21973 hartree
* total charge: +2



No. 3
The following is a quantum chemistry calculation of a structure of composition C53H65BrP3SiW, from the Open Molecules 2025 dataset.

CARTESIAN COORDINATES (ANGSTROEM)
W (0.37, 0.65, -0.06)
C (-0.80, 3.71, 3.81)
C (-0.30, 2.48, 3.06)
C (-0.67, 1.24, 3.87)
P (-0.81, 2.22, 1.27)
C (-0.83, 3.98, 0.60)
C (0.56, 4.60, 0.81)
C (-1.92, 5.03, 0.85)
C (-2.58, 1.72, 1.60)
C (-3.54, 2.58, 2.13)
C (-4.85, 2.15, 2.33)
C (-5.20, 0.86, 2.01)
C (-4.24, -0.01, 1.51)
C (-2.91, 0.39, 1.33)
Si (-1.53, -0.70, 0.54)
C (-2.38, -1.48, -0.99)
C (-3.26, -2.56, -1.02)
C (-3.82, -2.99, -2.21)
C (-3.51, -2.35, -3.40)
C (-2.62, -1.28, -3.39)
C (-2.06, -0.85, -2.20)
P (-0.87, 0.57, -2.07)
C (-2.08, 2.00, -2.41)
C (-3.43, 1.64, -1.79)
C (-2.41, 2.57, -3.79)
C (1.22, 2.16, -1.66)
C (0.91, 3.52, -2.29)
C (2.36, 1.55, -2.48)
C (-1.21, -2.16, 1.72)
C (-2.35, -2.69, 2.34)
C (-2.36, -3.84, 3.11)
C (-1.15, -4.49, 3.30)
C (0.00, -3.98, 2.75)
C (0.03, -2.81, 1.96)
P (1.78, -0.65, 1.75)
C (2.35, -0.56, 3.59)
C (2.85, 0.76, 4.16)
C (1.41, -1.25, 4.58)
C (3.51, -0.18, 1.11)
C (3.55, 1.34, 0.96)
C (4.07, -0.81, -0.17)
H (-0.36, 3.72, 4.81)
H (-1.88, 3.67, 3.94)
H (-0.54, 4.65, 3.33)
H (0.80, 2.54, 2.98)
H (-1.75, 1.22, 4.03)
H (-0.19, 1.28, 4.85)
H (-0.39, 0.32, 3.37)
H (-0.90, 3.74, -0.46)
H (0.63, 5.10, 1.77)
H (0.77, 5.33, 0.04)
H (1.34, 3.84, 0.78)
H (-2.01, 5.32, 1.90)
H (-2.89, 4.69, 0.51)
H (-1.67, 5.93, 0.29)
H (-3.30, 3.60, 2.38)
H (-5.58, 2.84, 2.74)
H (-6.23, 0.52, 2.13)
H (-4.55, -1.00, 1.22)
H (-3.48, -3.09, -0.10)
H (-4.50, -3.84, -2.22)
H (-3.94, -2.68, -4.33)
H (-2.36, -0.81, -4.33)
H (-1.63, 2.79, -1.81)
H (-4.00, 1.00, -2.45)
H (-3.99, 2.57, -1.64)
H (-3.35, 1.16, -0.84)
H (-2.61, 1.79, -4.53)
H (-1.65, 3.24, -4.18)
H (-3.32, 3.16, -3.69)
H (1.60, 2.44, -0.67)
H (0.70, 3.44, -3.36)
H (1.79, 4.18, -2.21)
H (0.07, 4.06, -1.84)
H (2.27, 1.79, -3.54)
H (3.34, 1.92, -2.15)
H (2.40, 0.46, -2.41)
H (-3.30, -2.18, 2.21)
H (-3.28, -4.20, 3.55)
H (-1.10, -5.39, 3.90)
H (0.93, -4.47, 2.97)
H (3.22, -1.22, 3.52)
H (2.06, 1.51, 4.21)
H (3.68, 1.18, 3.58)
H (3.21, 0.60, 5.18)
H (0.75, -0.54, 5.08)
H (2.00, -1.74, 5.36)
H (0.79, -2.00, 4.11)
H (4.19, -0.44, 1.93)
H (2.98, 1.65, 0.09)
H (4.57, 1.68, 0.78)
H (3.15, 1.87, 1.83)
H (3.99, -1.89, -0.19)
H (5.12, -0.54, -0.25)
H (3.56, -0.42, -1.05)
Br (0.99, -1.82, -1.18)
C (0.86, -2.11, -3.07)
C (1.26, -3.37, -3.44)
C (1.40, -3.70, -4.80)
C (1.21, -2.73, -5.74)
C (0.81, -1.42, -5.37)
C (0.73, -0.42, -6.36)
C (0.41, 0.85, -6.01)
C (0.03, 1.13, -4.68)
C (0.00, 0.19, -3.69)
C (0.53, -1.11, -4.01)
H (1.51, -4.09, -2.67)
H (1.70, -4.70, -5.08)
H (1.38, -2.94, -6.79)
H (0.96, -0.68, -7.39)
H (0.39, 1.65, -6.75)
H (-0.25, 2.14, -4.45)
C (1.39, -2.36, 1.55)
C (2.39, -3.40, 1.37)
C (2.04, -4.56, 0.63)
C (2.94, -5.58, 0.38)
C (4.25, -5.50, 0.85)
C (4.62, -4.38, 1.58)
C (3.71, -3.37, 1.84)
H (1.03, -4.63, 0.24)
H (2.62, -6.44, -0.19)
H (4.96, -6.30, 0.65)
H (5.63, -4.30, 1.96)
H (4.05, -2.52, 2.43)

Output
* lowest unoccupied orbital energy: 2.478 eV
* HOMO energy: -0.1112 Eh
* energy: -163627.6528 eV
* Kohn-Sham gap: 0.20225 hartree
* total charge: -1



Number 1: largest force on an atom 1.200 eV/A. Number 2: largest force on an atom 3.088 eV/A. Number 3: largest force on an atom 1.015 eV/A.